Entry 1:
17
Properties=species:S:1:pos:R:3:forces:R:3 method="wB97M-V/def2-TZVPD" e_homo_ev=-12.66 total_charge=+1 spin_multiplicity=1 e_above_lowest_kcal_mol=1.75 e_tot_ev=-18976.7564 fmax_ev_per_a=5.0 homo_lumo_gap_ev=6.13 mol_weight_g_mol=234.01
C 0.848204 -3.195054 0.091953 -1.96 0.37 -2.35
C -2.540544 2.136319 0.963551 -2.60 0.71 3.51
C 1.661720 0.228313 0.321925 0.63 3.05 3.89
N 0.650405 -1.837438 0.517683 -0.66 2.87 1.99
O -1.877506 1.059561 0.449838 0.42 -2.05 -1.07
O 1.450376 -1.051445 -0.193603 -0.14 -0.98 -0.52
O -0.093085 -1.373692 1.333658 1.56 -1.56 -1.50
I -2.942291 -0.513025 -0.309948 0.41 1.01 0.43
H 0.475120 -3.034085 -0.985664 0.80 -1.13 1.23
H 1.866384 -3.456058 0.170128 1.24 -0.04 -0.20
H 0.237015 -3.865631 0.638846 -0.77 -0.35 0.51
H -1.829213 2.626010 1.613074 0.81 0.72 -0.50
H -3.268880 1.901586 1.915903 0.87 0.02 -2.67
H -3.021333 2.820817 0.243717 0.20 -0.43 0.28
H 2.183273 0.934325 -0.343287 0.11 -1.27 -0.26
H 2.246004 0.131790 1.355922 -0.90 0.07 -2.28
H 0.760995 0.809547 0.622437 -0.02 -1.00 -0.50

Entry 2:
15
Properties=species:S:1:pos:R:3:forces:R:3 method="wB97M-V/def2-TZVPD" e_homo_ev=-8.81 spin_multiplicity=1 e_above_lowest_kcal_mol=20.50 smiles=CC(C)PNI e_tot_ev=-22133.9265 fmax_ev_per_a=3.5 homo_lumo_gap_ev=8.70 mol_weight_g_mol=216.99
C 0.590622 -1.201322 0.639312 -0.58 0.44 3.45
C 0.507996 -0.019141 -0.279701 0.25 -0.32 3.10
C 1.713833 0.926655 0.033977 -1.84 -0.57 0.40
P -1.013456 0.970406 0.156042 -1.56 -2.98 -0.57
N -2.328973 -0.294047 -0.859907 1.96 1.01 2.28
I -4.263671 0.374755 -0.535459 0.24 -0.07 0.01
H 0.164652 -0.897711 1.648560 0.13 -0.10 -0.79
H -0.060041 -2.000074 0.371331 -0.02 -1.05 -0.47
H 1.579030 -1.489089 1.034116 -0.08 -0.35 -1.17
H 0.381396 -0.425139 -1.245188 0.46 0.28 -1.54
H 1.321711 1.804804 0.509868 -0.03 0.89 0.08
H 1.958374 1.103430 -0.943722 1.75 1.43 -2.16
H 2.548691 0.627784 0.661578 -0.18 -0.81 -0.21
H -0.879729 1.606483 -1.000613 -0.03 1.75 -1.76
H -2.220435 -1.087796 -0.190187 -0.47 0.43 -0.65

Entry 3:
15
Properties=species:S:1:pos:R:3:forces:R:3 method="wB97M-V/def2-TZVPD" e_homo_ev=-13.22 total_charge=+1 spin_multiplicity=1 e_above_lowest_kcal_mol=14.82 e_tot_ev=-23675.0365 fmax_ev_per_a=3.8 homo_lumo_gap_ev=8.83 mol_weight_g_mol=218.08
C -0.309691 0.388840 -1.370218 -1.06 -1.35 -0.07
C -0.427508 -0.046754 1.137339 0.10 -1.43 -0.98
C 0.331340 0.644309 0.037452 0.51 1.42 -1.67
N -0.261337 -1.477539 0.768984 2.54 -2.78 -0.51
S 0.454742 2.428331 0.409600 0.78 -0.30 -1.26
I 2.448365 -0.289123 -0.025667 -0.56 0.68 -0.06
H -0.599972 -0.728623 -1.620059 0.91 2.02 0.48
H 0.264938 0.752798 -2.232023 0.08 -0.10 0.55
H -1.286334 0.911524 -1.386551 0.48 -0.09 0.08
H -0.066627 0.156232 2.128112 0.38 -0.09 0.37
H -1.508039 0.022951 1.127351 -0.25 1.06 -0.19
H -0.721453 -1.746792 -0.131770 -0.74 0.10 1.61
H -0.325463 -2.139333 1.589265 -0.45 0.60 -1.45
H 0.799058 -1.656362 0.302665 -1.80 0.73 1.84
H 1.207985 2.779537 -0.734476 -0.92 -0.46 1.26

Entry 4:
18
Properties=species:S:1:pos:R:3:forces:R:3 method="wB97M-V/def2-TZVPD" e_homo_ev=-3.07 total_charge=-1 spin_multiplicity=1 e_tot_ev=-28840.4854 fmax_ev_per_a=2.7 homo_lumo_gap_ev=5.28 mol_weight_g_mol=266.98
I 1.576983 -5.182195 5.867083 0.02 0.03 0.03
C 0.108421 0.115438 -2.820528 0.95 1.03 -1.82
O -0.796806 -0.289177 -1.868197 -0.30 -0.14 2.48
P -0.403272 -0.658536 -0.349312 0.15 -2.42 0.58
O -0.213048 -2.133574 -0.175241 -0.59 2.59 0.10
O 0.919232 0.210067 -0.029123 -0.47 0.35 0.35
C 1.595300 0.123692 1.278521 -0.63 -0.33 -0.02
O -1.635336 -0.023854 0.518455 1.55 -0.32 -0.46
C -1.797245 1.401784 0.532313 -0.73 0.05 -0.82
H -0.222402 1.101808 -3.145716 0.09 0.06 -0.38
H 0.105939 -0.566085 -3.671176 -0.22 -0.07 0.01
H 1.155236 0.237407 -2.542292 -0.11 -0.26 0.67
H 2.622699 -0.211559 1.136608 -0.29 -0.18 -0.16
H 1.037292 -0.533806 1.945184 0.23 -0.39 -0.21
H 1.619071 1.073946 1.811951 -0.16 0.37 -0.64
H -1.400668 1.825442 -0.390373 0.19 0.16 0.09
H -1.399391 1.928337 1.399812 0.33 -0.51 0.08
H -2.872005 1.580865 0.502032 -0.01 -0.03 0.12